This record from the OMol25 dataset describes 2 unconnected molecules or ions with the total composition C5H11N3. The level of theory is ωB97M-V/def2-TZVPD.

Values from the calculation:
Orbital gap   9.34 eV
Multiplicity   1
Structure (SMILES)   C=CCN.N#CCN
Highest occupied orbital energy   -8.68 eV

Atoms and positions in Å:
C: -0.10507 1.32901 0.50024
H: 1.33270 -1.49394 2.60532
H: -0.36760 3.01486 -0.66506
H: 0.17882 -0.29610 2.62442
C: -0.14136 1.94591 -0.82594
H: 0.10459 -2.73861 0.99629
H: -2.00857 1.25830 -1.30266
C: 0.70816 -0.87651 -0.00097
H: -0.49916 -1.44142 -1.63102
H: 1.70570 -0.58378 0.31320
N: -0.30265 1.29103 1.64444
H: 1.14660 -0.78604 -2.06300
C: 0.45283 -1.06851 -1.28884
H: -1.13130 -1.43873 1.03960
H: -1.12667 1.73651 -2.60906
C: -0.07142 -1.66860 1.15984
N: -1.07807 1.26651 -1.71064
H: 0.86146 1.85862 -1.26267
N: 0.34100 -1.30848 2.47651

Results of the natural (NBO) charge analysis, in e, for atoms 1 through 8: number 1, C, carries 0.315; number 2, H, carries 0.343; number 3, H, carries 0.218; number 4, H, carries 0.388; number 5, C, carries -0.324; number 6, H, carries 0.199; number 7, H, carries 0.365; number 8, C, carries -0.250

This record from the OMol25 dataset describes a single C5H11N3 molecule. The level of theory is ωB97M-V/def2-TZVPD.

Values from the calculation:
Orbital gap   9.55 eV
Multiplicity   1
Structure (SMILES)   C/C=C/N1N[C@@]1(C)N
Highest occupied orbital energy   -8.44 eV

Atoms and positions in Å:
H: -1.45119 -3.12014 0.69780
H: 1.00753 3.12546 -0.67159
C: -1.35174 -1.15041 -0.10108
H: -1.33829 0.34141 1.40141
C: 1.01387 1.11683 -0.41562
H: 1.97208 0.20094 1.27182
N: 1.65198 2.38619 -0.40324
N: -0.42690 1.09256 -0.28183
H: -2.99907 -2.48104 0.16155
C: -1.06734 0.04752 0.39166
H: -1.06547 -1.38379 -1.11751
C: 1.84834 0.02446 0.20664
N: 0.23097 0.74014 -1.54666
H: 0.08589 1.49813 -2.21608
C: -2.06355 -2.21834 0.65787
H: 1.36576 -0.93331 0.05588
H: -2.28334 -1.89794 1.67255
H: 2.82496 0.01541 -0.27119
H: 2.04551 2.59591 0.50763

Results of the natural (NBO) charge analysis, in e, for atoms 1 through 8: number 1, H, carries 0.212; number 2, H, carries 0.372; number 3, C, carries -0.231; number 4, H, carries 0.194; number 5, C, carries 0.380; number 6, H, carries 0.209; number 7, N, carries -0.831; number 8, N, carries -0.329

This record from the OMol25 dataset describes 3 unconnected molecules or ions with the total composition C5H11N3. The level of theory is ωB97M-V/def2-TZVPD.

Values from the calculation:
Orbital gap (spin up / spin down)   7.85 / 7.28 eV
Multiplicity   1
Highest occupied orbital energy (spin up / spin down)   -6.93 / -6.43 eV

Atoms and positions in Å:
H: 2.84167 0.22629 -0.86804
N: 1.33539 -1.99809 0.02976
H: -0.05263 0.38402 2.15093
H: -3.38630 -1.91939 0.11816
H: -1.55592 0.87017 1.34011
H: 2.66008 0.52727 0.92528
H: 1.94853 1.66493 -0.27846
H: -0.11546 1.88087 1.18792
N: -1.52715 -1.59572 0.22723
C: -0.46555 0.85050 1.25882
N: -2.63586 -1.18351 -0.01173
C: -0.12431 0.08557 0.00783
C: 0.85217 -0.88159 0.02876
C: -0.56296 0.67912 -1.30321
H: -0.20994 1.70633 -1.40088
H: 0.64232 -2.74597 0.11389
C: 2.24017 0.64236 -0.06793
H: -1.65532 0.71793 -1.30428
H: -0.22892 0.08890 -2.15415

Results of the natural (NBO) charge analysis, in e, for atoms 1 through 8: number 1, H, carries 0.210; number 2, N, carries -0.614; number 3, H, carries 0.229; number 4, H, carries 0.300; number 5, H, carries 0.240; number 6, H, carries 0.204; number 7, H, carries 0.190; number 8, H, carries 0.223

This record from the OMol25 dataset describes a gas-phase ion, C5H11N3 (charge +2). The level of theory is ωB97M-V/def2-TZVPD.

Values from the calculation:
Orbital gap (spin up / spin down)   9.14 / 9.14 eV
Multiplicity   1
Highest occupied orbital energy (spin up / spin down)   -19.83 / -19.83 eV
Charge   +2

Atoms and positions in Å:
N: 0.16210 2.25343 0.17710
C: -0.13736 1.05768 -0.05280
H: 2.07542 0.33322 1.30110
H: 0.34030 -1.23668 -1.96822
H: -0.58766 -2.19916 0.04799
H: 1.04188 2.69344 0.13041
H: 0.67250 -0.25384 2.17026
C: -1.92478 -0.76007 0.05489
N: -2.21823 0.46441 -0.01220
N: -0.73727 -1.21668 0.08542
H: -2.66379 -1.43080 -0.03621
H: -2.88002 1.20228 0.13751
H: 1.98113 -1.16730 -1.26864
C: 0.44489 -0.28400 -0.08980
H: -0.65898 2.84762 0.36658
C: 1.25706 -0.33580 1.22884
H: 1.29722 0.18569 -2.05581
H: 1.45375 -1.44066 1.18534
C: 1.08184 -0.71280 -1.40177

Results of the natural (NBO) charge analysis, in e, for atoms 1 through 8: number 1, N, carries -0.662; number 2, C, carries 0.737; number 3, H, carries 0.257; number 4, H, carries 0.259; number 5, H, carries 0.462; number 6, H, carries 0.485; number 7, H, carries 0.268; number 8, C, carries 0.365

This record from the OMol25 dataset describes a gas-phase ion, C5H11N3 (charge +2). The level of theory is ωB97M-V/def2-TZVPD.

Values from the calculation:
Orbital gap   9.61 eV
Multiplicity   1
Structure (SMILES)   C=[NH+]CN1CCC=[NH+]1
Highest occupied orbital energy   -18.64 eV
Charge   +2

Atoms and positions in Å:
N: 2.23767 0.15090 -0.49832
C: -2.22521 -0.18444 -0.80010
H: 2.85097 0.59467 -1.21922
C: 1.06437 0.90454 -0.13702
H: 1.20942 1.31448 0.94566
H: -0.83423 0.54199 -2.05715
H: -1.41034 1.25295 1.39401
C: 2.63928 -0.90137 0.03766
C: -0.97701 0.26651 1.07218
C: -2.06011 -0.60647 0.55068
N: -0.18412 0.16846 -0.08908
H: -1.59192 -1.59445 0.42393
H: -3.04048 -0.36497 -1.51864
H: 3.40133 -1.52095 -0.28560
H: -2.89373 -0.69672 1.24102
H: -0.30224 -0.12372 1.72829
H: 1.07701 1.96023 -0.59731
N: -1.10035 0.28617 -1.12700
H: 2.13970 -1.44781 0.93601

Results of the natural (NBO) charge analysis, in e, for atoms 1 through 8: number 1, N, carries -0.421; number 2, C, carries 0.269; number 3, H, carries 0.471; number 4, C, carries -0.140; number 5, H, carries 0.280; number 6, H, carries 0.456; number 7, H, carries 0.230; number 8, C, carries 0.184

This record from the OMol25 dataset describes 2 unconnected molecules or ions with the total composition C5H11N3O. The level of theory is ωB97M-V/def2-TZVPD.

Values from the calculation:
Orbital gap   7.44 eV
Multiplicity   1
Structure (SMILES)   C=C(N)ON.CC#CN
Highest occupied orbital energy   -6.81 eV

Atoms and positions in Å:
H: -2.77063 -0.49791 -1.41752
C: 0.54750 -1.51638 0.41747
N: 0.34581 -2.69878 -0.14935
N: -2.19044 -0.03828 -0.71843
H: -2.26312 -0.58006 0.14501
N: -0.56661 2.07485 -0.28169
H: 1.52625 0.28388 -2.19377
C: 0.12799 0.94982 -0.73558
H: 0.33186 0.82453 2.71921
C: 0.65266 -0.39381 0.96105
H: 1.04600 -3.03946 -0.79526
C: 1.11102 1.12656 -1.66990
O: -0.83912 -0.19813 -1.13974
H: -0.63413 -2.94780 -0.23339
C: 1.03058 0.09386 2.30556
H: -1.24547 1.85994 0.43527
H: 2.03734 0.51468 2.29487
H: -0.67787 2.80683 -0.96610
H: 1.40437 2.10872 -1.99806
H: 1.02601 -0.73308 3.02035

Results of the natural (NBO) charge analysis, in e, for atoms 1 through 8: number 1, H, carries 0.351; number 2, C, carries 0.264; number 3, N, carries -0.802; number 4, N, carries -0.539; number 5, H, carries 0.322; number 6, N, carries -0.891; number 7, H, carries 0.197; number 8, C, carries 0.479

This record from the OMol25 dataset describes a molecular structure, C5H11N3O. The level of theory is ωB97M-V/def2-TZVPD.

Values from the calculation:
Orbital gap   7.43 eV
Multiplicity   1
Highest occupied orbital energy   -8.18 eV

Atoms and positions in Å:
H: -1.02751 2.07674 -1.95007
C: 0.48120 0.83950 -1.83094
O: 1.06583 -1.61207 -0.05635
N: 1.00401 0.85177 1.14125
N: 1.48623 0.06967 -1.86495
C: -0.12377 0.53726 0.41154
C: -0.17638 -1.18019 0.20039
H: -1.37717 2.09472 1.14620
H: -1.76272 -1.37519 1.65734
H: -0.88019 -1.31288 -0.63761
H: -0.12284 -1.45166 2.33736
H: 2.13589 0.07264 -2.63612
H: 1.41185 -0.93887 -1.01772
N: -0.25040 1.63326 -2.40971
C: -1.27050 1.23510 0.49763
H: 1.78395 0.22634 0.99517
H: -0.75847 -2.82749 1.42137
H: -2.11305 0.97491 -0.12687
H: 1.24370 1.82624 1.22585
C: -0.74966 -1.73981 1.49623

Results of the natural (NBO) charge analysis, in e, for atoms 1 through 8: number 1, H, carries 0.417; number 2, C, carries 0.741; number 3, O, carries -0.779; number 4, N, carries -0.836; number 5, N, carries -0.870; number 6, C, carries 0.096; number 7, C, carries 0.153; number 8, H, carries 0.199

This record from the OMol25 dataset describes a single C5H11N3O3 molecule. The level of theory is ωB97M-V/def2-TZVPD.

Values from the calculation:
Orbital gap (spin up / spin down)   8.11 / 8.11 eV
Multiplicity   1
Highest occupied orbital energy (spin up / spin down)   -7.27 / -7.27 eV

Atoms and positions in Å:
C: -3.30636 -0.32452 0.78857
H: -1.26416 -2.87151 -1.29544
C: 3.36330 -0.34368 0.74741
C: -0.06791 1.94812 -1.06517
H: -4.38578 -0.41548 0.68120
N: 1.11676 0.17044 -0.25502
H: 1.21741 -2.99307 -1.00858
H: -2.98439 0.68324 0.51173
H: -3.01466 -0.51494 1.82651
O: 2.66304 -1.40347 0.13550
N: 1.38219 -1.07847 -0.31938
O: 0.02988 0.53969 -1.02675
N: -1.36013 -1.19221 -0.05940
H: 3.53172 0.48291 0.05287
C: 0.66703 -2.09711 -0.78078
H: 0.44681 2.38986 -0.21103
H: 0.37411 2.32274 -1.99521
H: 2.82397 0.02724 1.62175
O: -2.75410 -1.28472 -0.08071
H: -1.12796 2.20237 -1.03398
H: 4.31233 -0.78353 1.04601
C: -0.74534 -2.08269 -0.75063

Results of the natural (NBO) charge analysis, in e, for atoms 1 through 8: number 1, C, carries -0.240; number 2, H, carries 0.192; number 3, C, carries -0.271; number 4, C, carries -0.248; number 5, H, carries 0.189; number 6, N, carries -0.066; number 7, H, carries 0.225; number 8, H, carries 0.169

This record from the OMol25 dataset describes a single C5H11N3Si molecule. The level of theory is ωB97M-V/def2-TZVPD.

Values from the calculation:
Orbital gap   8.39 eV
Multiplicity   1
Highest occupied orbital energy   -8.56 eV

Atoms and positions in Å:
H: 0.38211 2.04716 -1.68541
H: -4.08640 0.91840 0.51752
H: 0.51259 0.42970 2.35142
H: 2.24335 0.68669 1.72204
H: -2.11703 -2.49597 0.55792
C: -0.92161 -0.73170 0.12841
H: 2.69092 -1.30673 0.34300
C: 1.16199 0.95209 1.55666
H: 0.44386 0.79935 -2.76805
H: 2.31181 -1.56346 -1.41364
H: 1.12490 2.04543 1.57778
Si: 0.70309 0.03490 -0.19618
C: 1.86178 -1.45322 -0.46758
N: -2.13970 1.14797 0.35734
N: -3.15426 0.53917 0.49017
C: 0.89194 1.16586 -1.79060
H: 1.92283 1.28169 -2.02602
H: 1.39655 -2.33279 -0.25970
N: -3.23865 -0.76263 0.60596
C: -1.99008 -1.40192 0.39898

Results of the natural (NBO) charge analysis, in e, for atoms 1 through 8: number 1, H, carries 0.233; number 2, H, carries 0.400; number 3, H, carries 0.243; number 4, H, carries 0.221; number 5, H, carries 0.262; number 6, C, carries -0.287; number 7, H, carries 0.233; number 8, C, carries -1.037

This record from the OMol25 dataset describes a gas-phase ion, C5H11N4Si (charge +1). The level of theory is ωB97M-V/def2-TZVPD.

Values from the calculation:
Orbital gap   7.48 eV
Multiplicity   1
Structure (SMILES)   [H]/N=N/C=C(/[N+]#N)[Si](C)(C)C
Highest occupied orbital energy   -12.82 eV
Charge   +1

Atoms and positions in Å:
H: 1.02213 -2.60400 -0.36982
C: 0.43915 -2.12806 -1.09214
C: 0.07181 0.93624 -2.10120
C: -1.49681 0.59712 1.64924
N: -3.03360 -1.79039 -0.40235
H: 0.90992 -2.32794 -2.03367
H: 0.92384 1.60623 -2.30739
N: -0.85881 1.52986 2.23760
N: 0.12259 1.70920 2.85455
H: 1.65784 -0.11732 1.55277
H: 0.06110 0.42694 -3.01016
C: 1.86236 0.20922 0.44926
H: -0.53537 -2.54413 -1.09600
Si: 0.37730 -0.23576 -0.66334
N: -2.50747 -0.86238 -0.02104
H: 2.74034 -0.21502 0.07004
H: 0.54119 2.55181 3.23745
H: -2.46076 0.56840 2.17472
H: 2.14308 1.15855 0.38544
C: -1.15882 -0.03754 0.49190
H: -0.82103 1.56897 -2.00585

Results of the natural (NBO) charge analysis, in e, for atoms 1 through 8: number 1, H, carries 0.249; number 2, C, carries -1.046; number 3, C, carries -1.125; number 4, C, carries -0.034; number 5, N, carries 0.261; number 6, H, carries 0.260; number 7, H, carries 0.268; number 8, N, carries -0.029

This record from the OMol25 dataset describes a gas-phase ion, C5H11N5 (charge +2). The level of theory is ωB97M-V/def2-TZVPD.

Values from the calculation:
Orbital gap (spin up / spin down)   7.61 / 7.61 eV
Multiplicity   1
Highest occupied orbital energy (spin up / spin down)   -16.45 / -16.45 eV
Charge   +2

Atoms and positions in Å:
N: 0.10232 -0.54506 0.64079
H: -1.16620 0.92073 -2.77371
N: 0.35726 -1.42938 2.85966
H: 0.98841 -1.67329 3.60991
H: 0.69715 1.71651 -1.55509
H: 2.86564 -0.59913 2.17129
N: -1.17243 -0.86241 0.34251
H: -0.59688 -1.73820 2.96575
H: -1.10999 -0.58523 -2.07087
C: -1.81115 0.82452 -0.81963
N: -0.93389 0.42153 -1.89636
H: -1.78263 -0.87220 1.16221
C: 0.50997 0.63582 -1.59411
C: 0.96388 0.03160 -0.29522
C: 2.19178 0.07201 0.27750
N: 2.09162 -0.48522 1.53010
C: 0.81992 -0.84999 1.76176
H: 3.12210 0.44744 -0.09875
H: 1.11324 0.22858 -2.41154
H: -1.52587 1.69780 -0.25508
H: -2.86142 0.60579 -0.93810

Results of the natural (NBO) charge analysis, in e, for atoms 1 through 8: number 1, N, carries -0.198; number 2, H, carries 0.475; number 3, N, carries -0.753; number 4, H, carries 0.449; number 5, H, carries 0.265; number 6, H, carries 0.468; number 7, N, carries -0.431; number 8, H, carries 0.439

This record from the OMol25 dataset describes a molecular structure, C5H11N6OPdS4Sb. The level of theory is ωB97M-V/def2-TZVPD.

Values from the calculation:
Orbital gap (spin up / spin down)   4.66 / 5.70 eV
Multiplicity   3
Highest occupied orbital energy (spin up / spin down)   -0.22 / -1.26 eV
<S²>   2.017
Charge   -2

Atoms and positions in Å:
S: 5.10825 -2.99155 1.75402
C: 0.11180 0.92810 -0.39234
S: 1.47161 -1.94510 1.52598
O: -4.46888 -3.70152 -0.71567
H: 2.89738 2.32523 0.73822
S: 3.68616 -1.36639 -1.51804
N: 0.40408 -0.13207 -0.98705
H: 1.27523 3.63840 -1.12984
H: -0.36546 3.44475 -0.54269
N: -3.41637 0.57545 0.47164
Sb: 3.32943 -2.84553 0.25005
N: 0.97079 1.93523 0.07348
H: -4.03779 -0.20760 0.61854
H: 0.90186 3.98568 0.56513
H: 1.40345 -0.28239 -1.16516
N: -2.22606 -2.85919 -0.73163
C: -2.07464 0.19845 0.52746
C: -3.32006 -3.30215 -0.70414
C: 2.39052 1.61838 0.07688
H: 2.55911 0.60909 0.44730
H: -1.46788 2.07684 0.31589
H: 2.83670 1.68173 -0.92349
Pd: -0.35041 -2.44124 0.23743
C: 0.67916 3.30956 -0.26571
S: 0.71107 -4.18235 -0.58270
N: -1.26452 1.16667 -0.06571
N: -1.66438 -0.85195 1.12168
H: -2.45215 -1.43116 1.39691
H: -3.62799 1.04663 -0.39644

Results of the natural (NBO) charge analysis, in e, for atoms 1 through 8: number 1, S, carries -0.943; number 2, C, carries 0.574; number 3, S, carries -0.692; number 4, O, carries -0.729; number 5, H, carries 0.182; number 6, S, carries -1.000; number 7, N, carries -0.706; number 8, H, carries 0.175

| no. | electronic energy (a.u.) | F_max (eV/Å) |
| --- | --- | --- |
| 1 | -361.2981 | 3.01 |
| 2 | -361.3074 | 0.99 |
| 3 | -361.1740 | 4.79 |
| 4 | -360.5843 | 6.30 |
| 5 | -360.6223 | 4.89 |
| 6 | -436.3740 | 4.52 |
| 7 | -436.4990 | 2.95 |
| 8 | -586.8203 | 1.29 |
| 9 | -650.6947 | 4.40 |
| 10 | -705.2166 | 5.18 |
| 11 | -470.1881 | 4.26 |
| 12 | -2561.8851 | 0.32 |